Entry 1:
{
  "formula": "C41H59N3O5Si4Ti",
  "method": "ωB97M-V/def2-TZVPD",
  "homo_ev": [-0.78, -1.83],
  "charge": -2,
  "spin_multiplicity": 3,
  "orbital_gap_ev": [5.1, 6.1],
  "species": ["Ti", "O", "C", "C", "C", "C", "C", "C", "C", "O", "N", "N", "C", "C", "C", "C", "C", "C", "C", "O", "H", "H", "H", "H", "H", "H", "H", "H", "H", "H", "C", "O", "Si", "C", "C", "C", "Si", "C", "C", "C", "Si", "C", "C", "C", "H", "H", "H", "H", "H", "H", "H", "H", "H", "H", "H", "H", "H", "H", "H", "H", "H", "H", "H", "H", "H", "H", "H", "H", "H", "H", "H", "C", "C", "O", "C", "C", "C", "C", "C", "C", "H", "H", "H", "H", "H", "H", "H", "H", "C", "Si", "C", "C", "N", "C", "C", "C", "C", "C", "C", "H", "H", "H", "H", "H", "H", "H", "H", "H", "H", "H", "H", "H", "H"],
  "xyz": [[0.8444, -0.2046, 0.1964], [2.6985, 3.4605, 1.7778], [3.3876, 2.8764, 2.7757], [4.1045, 3.7214, 3.6266], [4.8403, 3.2001, 4.6729], [4.8799, 1.8251, 4.8870], [4.1752, 0.9894, 4.0381], [3.4196, 1.4893, 2.9810], [2.6882, 0.5598, 2.0748], [1.9461, 1.1085, 1.1324], [2.8328, -0.7017, 2.2181], [2.2953, -1.4626, 1.1499], [1.6741, -2.5636, 1.5455], [0.8989, -2.5174, 2.7676], [0.8800, -3.4743, 3.7790], [0.1239, -3.2850, 4.9236], [-0.6296, -2.1163, 5.0579], [-0.6683, -1.1751, 4.0449], [0.0587, -1.3818, 2.8670], [-0.0871, -0.5984, 1.8208], [2.2354, 2.7322, 1.2857], [4.0621, 4.7860, 3.4381], [5.3892, 3.8702, 5.3251], [5.4551, 1.4106, 5.7049], [4.1861, -0.0843, 4.1724], [1.7156, -3.4376, 0.9032], [1.4872, -4.3666, 3.6665], [0.1215, -4.0322, 5.7072], [-1.2143, -1.9528, 5.9555], [-1.2948, -0.2959, 4.1215], [0.7939, -2.8520, -1.6131], [-0.0883, -2.0247, -0.8514], [-1.6927, -2.7523, -0.6131], [-1.3389, -4.0185, 0.7271], [-1.9153, -3.8854, -2.1278], [-3.0086, -1.6167, -0.4023], [-3.6128, -0.7876, -1.8893], [-2.3431, -0.5901, -3.2705], [-4.3275, 0.9315, -1.5827], [-5.0401, -1.7219, -2.7288], [-3.9295, -1.3465, 1.1165], [-3.7083, 0.3489, 1.9190], [-3.6143, -2.5464, 2.5383], [-5.8111, -1.4903, 0.8524], [0.8068, -3.8662, -1.2016], [1.7897, -2.4195, -1.5673], [0.4678, -2.9008, -2.6515], [-0.4933, -4.6441, 0.4237], [-2.2127, -4.6662, 0.8258], [-1.1142, -3.5999, 1.7045], [-1.2159, -4.7256, -2.1457], [-1.8503, -3.3747, -3.0861], [-2.9280, -4.2884, -2.0440], [-2.1754, -1.5311, -3.7955], [-1.3807, -0.2488, -2.8868], [-2.6870, 0.1336, -4.0141], [-3.6042, 1.5771, -1.0872], [-5.2160, 0.8756, -0.9502], [-4.6111, 1.4084, -2.5255], [-4.7015, -2.7087, -3.0565], [-5.4256, -1.1840, -3.6019], [-5.8629, -1.8712, -2.0265], [-2.6789, 0.4578, 2.2646], [-4.3804, 0.4712, 2.7760], [-3.9005, 1.1551, 1.2137], [-2.5754, -2.5390, 2.8648], [-3.8808, -3.5706, 2.2700], [-4.2273, -2.2485, 3.3949], [-6.1857, -0.6898, 0.2110], [-6.3545, -1.4370, 1.8015], [-6.0516, -2.4394, 0.3665], [-0.7382, 2.5738, 1.6525], [-0.6556, 2.3803, 0.1690], [-0.2880, 1.2003, -0.3034], [-0.9945, 3.4347, -0.7218], [-1.2525, 4.7445, -0.2464], [-1.6109, 5.7588, -1.1153], [-1.7320, 5.5202, -2.4821], [-1.4777, 4.2346, -2.9667], [-1.1134, 3.2157, -2.1147], [-0.6069, 1.6210, 2.1618], [-1.7139, 2.9878, 1.9259], [0.0287, 3.2655, 2.0193], [-1.1564, 4.9601, 0.8090], [-1.7949, 6.7528, -0.7217], [-2.0168, 6.3186, -3.1569], [-1.5595, 4.0288, -4.0283], [-0.9030, 2.2321, -2.4991], [4.6925, 0.0018, -3.0541], [3.9099, -0.4459, -1.3917], [4.3799, -2.2502, -1.1560], [4.8876, 0.5287, -0.1195], [2.2106, -0.1452, -1.4282], [1.8239, 0.6543, -2.5338], [1.4230, 0.0723, -3.7406], [1.1094, 0.8457, -4.8490], [1.1988, 2.2307, -4.7896], [1.5862, 2.8271, -3.5955], [1.8785, 2.0522, -2.4857], [5.7645, -0.2150, -3.0156], [4.5646, 1.0590, -3.2952], [4.2552, -0.5709, -3.8742], [5.4665, -2.3149, -1.0435], [4.0976, -2.8429, -2.0304], [3.9154, -2.6828, -0.2704], [5.9194, 0.6194, -0.4712], [4.9001, 0.0407, 0.8570], [4.4846, 1.5348, 0.0158], [1.3659, -1.0081, -3.7953], [0.7911, 0.3608, -5.7652], [0.9498, 2.8375, -5.6521], [1.6291, 3.9069, -3.5156], [2.1609, 2.5213, -1.5493]],
  "forces_ev_per_angstrom": [[0.13, -1.19, -2.23], [-0.05, -0.05, -0.09], [-0.05, 0.15, -0.07], [0.03, -0.08, 0.07], [0.00, 0.01, -0.01], [-0.01, -0.03, -0.03], [0.01, -0.02, 0.09], [-0.09, -0.13, -0.07], [-0.12, 0.72, -0.14], [0.78, 0.40, 0.80], [-0.15, -0.40, 0.08], [0.88, -0.81, 1.05], [0.46, 0.97, -0.16], [0.12, -0.33, 0.50], [0.09, 0.03, -0.07], [-0.03, 0.03, 0.03], [0.09, -0.01, -0.09], [-0.04, -0.12, 0.20], [-0.09, 0.19, -0.54], [-0.69, -0.16, 1.29], [0.09, 0.01, 0.10], [-0.01, 0.02, -0.01], [0.00, -0.01, 0.00], [0.01, 0.00, 0.01], [0.00, 0.00, 0.01], [-0.35, 0.15, -0.25], [0.00, 0.00, 0.02], [0.00, 0.00, 0.01], [-0.02, -0.01, 0.01], [0.00, 0.02, -0.02], [0.07, 0.13, 0.28], [-0.44, -0.13, -0.32], [0.28, 0.05, -0.02], [-0.05, -0.09, 0.09], [0.05, -0.03, -0.01], [0.02, 0.10, 0.06], [-0.10, -0.03, -0.03], [0.12, 0.04, -0.03], [-0.02, 0.05, 0.00], [-0.07, -0.03, -0.06], [-0.05, 0.08, 0.05], [0.01, 0.00, 0.09], [0.04, -0.09, 0.01], [-0.04, 0.01, -0.04], [0.05, -0.06, -0.06], [-0.08, -0.08, -0.05], [0.01, -0.01, -0.09], [0.00, -0.03, 0.02], [-0.01, -0.07, 0.03], [-0.03, 0.00, -0.03], [0.01, -0.02, 0.01], [0.00, 0.01, -0.06], [-0.01, -0.03, 0.01], [0.02, -0.01, -0.05], [0.07, 0.06, 0.03], [-0.03, 0.07, 0.00], [0.11, 0.10, 0.03], [-0.03, 0.06, 0.01], [-0.02, -0.01, -0.02], [0.00, -0.02, -0.01], [-0.01, 0.00, -0.03], [-0.04, 0.00, 0.00], [0.05, -0.01, 0.00], [0.00, 0.01, 0.02], [-0.03, 0.11, -0.08], [-0.01, -0.02, 0.02], [-0.01, -0.06, 0.00], [-0.04, 0.01, 0.00], [-0.05, 0.00, -0.02], [0.02, 0.00, 0.03], [-0.02, -0.03, 0.02], [0.01, 0.02, 0.09], [0.15, -0.12, -0.14], [-0.79, 0.89, -0.11], [-0.03, -0.21, 0.14], [-0.10, 0.13, -0.07], [0.04, -0.05, 0.09], [-0.02, 0.03, -0.07], [-0.02, -0.03, 0.05], [-0.08, 0.10, -0.05], [0.00, 0.03, -0.07], [0.01, 0.00, 0.04], [0.00, 0.02, -0.01], [0.00, 0.00, 0.02], [0.00, 0.01, 0.00], [0.00, 0.00, 0.00], [0.00, 0.00, 0.00], [-0.04, -0.17, -0.05], [-0.01, 0.05, -0.01], [-0.26, 0.01, -0.02], [0.02, -0.15, -0.01], [0.08, 0.05, 0.09], [-0.05, 0.25, -0.27], [0.09, -0.23, 0.21], [-0.13, -0.01, -0.07], [0.00, 0.03, 0.02], [0.01, 0.00, 0.02], [0.06, -0.04, -0.03], [0.14, 0.06, 0.02], [0.02, -0.01, 0.00], [0.01, 0.03, 0.00], [-0.02, -0.03, -0.02], [0.03, -0.03, 0.00], [0.00, -0.04, -0.01], [0.04, 0.00, -0.02], [0.06, 0.02, 0.04], [0.01, 0.00, -0.04], [0.01, 0.03, -0.04], [-0.02, -0.01, 0.01], [0.00, 0.00, -0.01], [0.00, 0.00, -0.01], [0.00, 0.00, 0.00], [-0.01, 0.00, 0.00]],
  "mulliken_spin": [0.72, -0.01, 0.01, 0.00, 0.00, 0.00, 0.00, 0.01, 0.02, -0.04, 0.02, -0.08, 0.21, -0.03, 0.03, -0.01, 0.03, -0.02, 0.06, 0.02, 0.01, 0.00, 0.00, 0.00, 0.00, 0.01, 0.01, 0.00, 0.00, 0.00, 0.00, 0.00, 0.00, 0.01, 0.00, 0.00, -0.01, 0.01, 0.00, 0.00, 0.00, 0.01, 0.00, 0.00, 0.00, -0.01, 0.00, 0.00, 0.00, 0.00, 0.00, 0.00, 0.00, 0.00, 0.00, 0.00, 0.00, 0.00, 0.00, 0.00, 0.00, 0.00, -0.01, 0.00, 0.00, 0.00, 0.00, 0.00, 0.00, 0.00, 0.00, 0.01, 0.37, 0.21, -0.10, 0.24, -0.13, 0.23, -0.14, 0.14, 0.00, 0.00, 0.02, 0.04, -0.01, 0.03, -0.01, 0.08, 0.00, 0.01, 0.00, 0.00, 0.03, 0.01, -0.01, 0.00, 0.00, 0.00, 0.01, 0.00, 0.00, 0.00, 0.00, 0.00, 0.00, 0.00, 0.00, 0.00, 0.00, 0.00, 0.00, 0.00, -0.02]
}

---

Entry 2:
{
  "formula": "C41H60BrN7O7PW",
  "method": "ωB97M-V/def2-TZVPD",
  "homo_ev": [-9.16, -11.06],
  "charge": 1,
  "spin_multiplicity": 3,
  "orbital_gap_ev": [5.4, 7.4],
  "species": ["W", "O", "C", "C", "O", "C", "C", "O", "C", "O", "O", "Br", "C", "C", "C", "C", "C", "N", "C", "O", "O", "H", "H", "H", "C", "N", "C", "C", "N", "C", "C", "N", "C", "C", "N", "C", "N", "C", "C", "C", "N", "C", "H", "H", "H", "H", "H", "H", "H", "H", "H", "H", "H", "H", "H", "H", "H", "H", "H", "H", "H", "H", "H", "H", "H", "H", "C", "C", "C", "C", "C", "C", "P", "C", "C", "C", "C", "C", "C", "C", "C", "C", "C", "C", "C", "H", "H", "H", "H", "H", "H", "H", "H", "H", "H", "H", "H", "H", "H", "H", "H", "H", "H", "H", "H", "H", "H", "H", "H", "H", "H", "H", "H", "H", "H", "H", "H", "H"],
  "xyz": [[-1.4598, 0.2414, -0.3004], [-5.6981, 0.8547, 3.0120], [-4.9853, 0.2482, 2.2614], [-5.1396, 0.1172, 0.7706], [-6.1423, 0.3509, 0.0997], [-3.8155, -0.1968, 0.3252], [-2.8785, -0.3855, 1.3902], [-1.7144, -1.0381, 1.0318], [-3.6208, -0.3718, 2.6516], [-3.3503, -0.7848, 3.7445], [-3.2941, -0.2521, -0.8716], [-2.6987, -3.0000, -1.1318], [-2.0200, -1.9139, -2.5323], [-2.1976, -2.2843, -3.8401], [-1.5628, -1.5446, -4.8376], [-0.7418, -0.5042, -4.4665], [-0.6378, -0.1665, -3.1313], [-1.3054, -0.8310, -2.1416], [0.0871, 1.0115, -2.6283], [0.8601, 1.6905, -3.2372], [-0.2782, 1.2657, -1.3702], [-2.7984, -3.1462, -4.0884], [-1.7025, -1.8148, -5.8751], [-0.1838, 0.0882, -5.1797], [-5.3692, 3.5162, 0.4955], [-4.9210, 3.0672, -0.8185], [-5.9724, 2.9273, -1.8320], [-5.2427, 2.3251, -3.0307], [-3.8852, 2.0993, -2.5327], [-2.8136, 2.4400, -3.4445], [-3.7963, 2.4505, -1.2119], [-2.6947, 2.2007, -0.5103], [-2.5165, 2.9746, 0.7086], [-1.0376, 2.9820, 1.0040], [-0.6035, 1.6491, 1.4667], [0.1913, 1.7464, 2.5346], [0.4750, 0.8006, 3.4580], [-0.2037, -0.4407, 3.7196], [1.1856, 1.3525, 4.6047], [1.5309, 2.7662, 4.1632], [0.8556, 2.8911, 2.8761], [1.3834, 3.9239, 2.0032], [-6.2874, 4.0779, 0.3389], [-4.6521, 4.1833, 0.9618], [-5.6093, 2.6920, 1.1643], [-6.4169, 3.8997, -2.0471], [-6.7334, 2.2530, -1.4434], [-5.2166, 3.0111, -3.8799], [-5.6822, 1.3815, -3.3547], [-2.9936, 3.4223, -3.8970], [-2.7521, 1.7061, -4.2461], [-1.8769, 2.4884, -2.9046], [-3.0737, 2.5631, 1.5596], [-2.8215, 4.0118, 0.5561], [-0.8585, 3.7320, 1.7706], [-0.5299, 3.2779, 0.0814], [-1.0572, -0.2983, 4.3756], [0.4934, -1.1105, 4.2237], [-0.5274, -0.9010, 2.7996], [2.0677, 0.7490, 4.8267], [0.5318, 1.3365, 5.4801], [2.6064, 2.9023, 4.0281], [1.1755, 3.5291, 4.8573], [2.4739, 3.9245, 2.0735], [1.0228, 4.9074, 2.3123], [1.1104, 3.7503, 0.9701], [2.7685, -3.8030, 3.2368], [3.3989, -2.4014, 3.1315], [2.5145, -1.4485, 2.3142], [1.8941, -2.2201, 1.1482], [0.8479, -3.2109, 1.7085], [1.2498, -3.7153, 3.1068], [1.2481, -1.1257, -0.2226], [2.6611, 0.0958, -0.5525], [4.1178, -0.4086, -0.3348], [4.9824, 0.5617, 0.4739], [4.9644, 1.9628, -0.1338], [3.5222, 2.4288, -0.4313], [2.4801, 1.4593, 0.1326], [1.5281, -2.2771, -1.6931], [2.9870, -2.4698, -2.1410], [3.1128, -3.6538, -3.1271], [1.8018, -3.9267, -3.8580], [0.7416, -4.3833, -2.8458], [0.9252, -3.6720, -1.4926], [3.0392, -4.2618, 4.1880], [3.1549, -4.4553, 2.4488], [4.3858, -2.4748, 2.6671], [3.5503, -1.9816, 4.1286], [3.1091, -0.6051, 1.9728], [1.7200, -1.0473, 2.9386], [2.6930, -2.7983, 0.6708], [0.7703, -4.0745, 1.0495], [-0.1410, -2.7503, 1.7488], [0.7992, -4.6939, 3.2763], [0.8647, -3.0556, 3.8876], [2.5282, 0.2913, -1.6221], [4.5976, -0.5275, -1.3074], [4.1448, -1.3844, 0.1495], [6.0051, 0.1804, 0.4906], [4.6559, 0.6062, 1.5156], [5.5482, 1.9604, -1.0564], [5.4572, 2.6550, 0.5510], [3.3578, 2.4944, -1.5096], [3.3648, 3.4321, -0.0340], [1.4881, 1.8380, -0.0794], [2.5776, 1.3680, 1.2184], [1.0212, -1.7927, -2.5243], [3.6324, -2.6690, -1.2853], [3.3441, -1.5611, -2.6268], [3.3934, -4.5612, -2.5868], [3.9122, -3.4462, -3.8389], [1.9479, -4.6950, -4.6182], [1.4730, -3.0229, -4.3814], [0.8247, -5.4603, -2.6877], [-0.2582, -4.2003, -3.2406], [1.6278, -4.2524, -0.8898], [-0.0159, -3.6417, -0.9485]],
  "forces_ev_per_angstrom": [[1.60, 3.07, -0.41], [-0.10, -0.23, -0.01], [0.13, 0.28, 0.39], [-0.91, 0.39, -0.56], [0.47, -0.07, 0.24], [0.62, -0.84, 0.52], [-0.32, -1.55, -1.39], [-1.57, -1.71, 3.21], [-0.31, 0.50, 0.45], [0.30, -0.06, 0.01], [-1.56, -0.20, 0.56], [-0.02, -0.34, -0.74], [0.30, 0.10, 1.58], [0.24, 0.11, -0.69], [-0.31, -0.51, 0.29], [0.50, 0.50, 0.14], [-0.98, -0.92, 0.10], [-0.23, -0.26, -2.11], [0.05, 0.78, 1.16], [0.28, -0.07, -0.56], [2.02, 1.39, -1.97], [-0.04, -0.01, 0.11], [0.04, 0.03, -0.02], [-0.03, -0.01, -0.01], [-0.07, -0.08, 0.08], [-0.31, 0.20, -0.04], [0.01, 0.05, 0.02], [0.10, -0.09, 0.06], [-0.20, -0.10, 0.10], [0.09, -0.01, -0.03], [0.62, -0.19, 0.05], [-0.30, -0.09, 0.05], [0.38, 0.09, -0.17], [-0.44, 0.06, 0.08], [-0.14, 0.10, -0.10], [0.00, -0.18, -0.61], [0.07, 0.06, 0.03], [-0.44, 0.00, 0.09], [0.05, 0.00, -0.07], [-0.01, 0.05, -0.05], [0.13, 0.12, 0.37], [0.17, -0.03, -0.08], [0.00, 0.01, -0.03], [-0.17, -0.05, 0.00], [0.01, -0.06, 0.02], [-0.02, -0.02, 0.02], [-0.08, 0.00, 0.00], [0.02, -0.01, 0.01], [-0.07, 0.07, -0.01], [0.00, -0.01, 0.00], [0.07, -0.05, -0.03], [0.10, -0.03, 0.04], [0.05, 0.03, 0.02], [0.10, -0.04, -0.02], [-0.14, -0.02, -0.07], [-0.01, 0.01, 0.05], [-0.23, 0.05, 0.06], [-0.14, 0.10, 0.05], [-0.10, -0.08, -0.10], [-0.01, -0.01, 0.03], [-0.01, 0.00, 0.00], [0.00, 0.00, -0.01], [0.05, -0.02, 0.03], [-0.01, -0.02, 0.00], [-0.01, 0.00, -0.03], [0.21, 0.07, 0.11], [-0.07, 0.09, 0.07], [-0.08, -0.04, -0.04], [0.17, -0.09, -0.01], [-0.28, 0.21, -0.06], [0.04, -0.07, 0.12], [0.10, -0.07, -0.06], [0.96, -0.37, -0.05], [-0.33, 0.08, 0.30], [0.14, 0.09, 0.15], [0.01, 0.05, -0.13], [-0.06, -0.03, 0.02], [0.05, -0.08, 0.11], [0.08, -0.01, -0.24], [-0.07, 0.06, 0.30], [-0.07, -0.18, -0.16], [-0.10, 0.08, -0.07], [0.03, -0.11, 0.08], [0.13, 0.09, 0.03], [-0.08, 0.05, -0.19], [0.04, -0.06, -0.04], [0.02, -0.01, 0.01], [0.02, 0.03, 0.02], [0.03, -0.01, 0.02], [-0.04, 0.03, 0.03], [0.38, -0.09, -0.30], [0.00, 0.00, 0.01], [-0.04, 0.05, 0.01], [0.00, -0.03, -0.05], [-0.04, 0.03, 0.04], [-0.03, -0.07, -0.02], [-0.01, 0.02, -0.03], [-0.01, -0.06, 0.06], [0.04, 0.06, -0.03], [-0.01, -0.01, 0.05], [0.00, -0.02, 0.01], [0.04, 0.02, 0.02], [0.03, 0.02, -0.05], [-0.02, 0.03, 0.00], [-0.04, 0.02, -0.03], [-0.13, 0.02, 0.03], [-0.02, 0.00, 0.01], [-0.16, 0.02, -0.12], [-0.04, 0.02, -0.10], [0.01, -0.03, 0.03], [0.06, 0.00, 0.00], [0.04, -0.05, 0.03], [-0.03, 0.04, -0.04], [0.01, 0.00, -0.01], [-0.04, -0.01, -0.03], [-0.09, 0.01, 0.00], [-0.04, 0.02, 0.09], [-0.03, -0.03, 0.03]],
  "mulliken_spin": [0.92, 0.07, -0.01, 0.05, 0.21, 0.20, -0.06, 0.04, 0.01, -0.03, 0.11, 0.00, 0.05, -0.02, 0.03, -0.01, 0.08, 0.01, -0.02, 0.02, 0.04, 0.00, 0.00, 0.00, 0.01, 0.00, 0.00, 0.00, 0.00, 0.00, 0.00, 0.07, 0.05, -0.01, 0.03, 0.03, 0.00, 0.01, 0.00, 0.00, 0.00, 0.00, 0.00, 0.00, -0.01, 0.00, 0.00, 0.00, 0.00, 0.00, 0.00, 0.00, 0.00, 0.00, 0.00, 0.00, 0.00, 0.00, 0.00, 0.00, 0.00, 0.00, 0.00, 0.00, 0.00, 0.00, 0.00, 0.00, 0.00, 0.02, 0.00, 0.00, 0.09, -0.02, 0.00, 0.00, 0.00, 0.00, -0.01, -0.03, 0.00, 0.00, 0.00, 0.00, 0.01, 0.00, 0.00, 0.00, 0.00, 0.00, 0.00, 0.00, 0.00, 0.00, 0.00, 0.00, 0.00, 0.00, 0.00, 0.00, 0.00, 0.00, 0.00, 0.00, 0.00, 0.03, 0.00, 0.01, 0.00, 0.00, 0.00, 0.00, 0.00, 0.00, 0.00, 0.00, 0.00, 0.00]
}

---

Going through the records in order, we get E values of -4145.96252 -5490.54134 Ha.